1.
This record from the OMol25 dataset describes a 2-piece molecular cluster, C3H9NO overall. The level of theory is the ωB97M-V functional and the def2-TZVPD basis.

Its HOMO-LUMO gap is 9.49 eV. The molar mass comes out at 75.11 g/mol. As for the structure (SMILES): C=CNC.O.

Geometry as ORCA input:
```
! RIJCOSX wB97M-V def2-TZVPD def2/J DEFGRID3
* xyz 0 1
C 0.436 -0.678 -1.118
C -0.224 0.008 -0.194
N 0.356 1.053 0.539
C -0.543 2.178 0.793
H 1.362 -0.361 -1.589
H 0.053 -1.533 -1.653
H -1.227 -0.265 0.104
H 1.203 1.364 0.083
H -1.554 1.977 0.454
H -0.582 2.473 1.848
H -0.217 3.121 0.342
O 0.054 -3.346 0.253
H 0.163 -3.069 -0.658
H 0.721 -2.921 0.797
*
```

=====

2.
This record from the OMol25 dataset describes C3H9NO as an isolated structure. The level of theory is the ωB97M-V functional and the def2-TZVPD basis.

Its HOMO-LUMO gap (spin up / spin down) is 7.64 / 7.64 eV. The molar mass comes out at 75.11 g/mol.

Geometry as ORCA input:
```
! RIJCOSX wB97M-V def2-TZVPD def2/J DEFGRID3
* xyz 0 1
C 0.466 0.179 0.321
C 1.702 -0.625 0.047
C -0.125 1.259 -0.384
N -2.121 -0.662 0.329
O -0.945 -0.786 -0.485
H 0.167 0.155 1.370
H -2.909 -0.597 -0.316
H -2.238 -1.561 0.797
H 2.069 -0.419 -0.958
H 1.469 -1.683 0.156
H 2.502 -0.344 0.732
H -0.073 2.061 -1.114
H -1.102 1.540 0.000
H 1.139 1.483 -0.496
*
```

=====

3.
This record from the OMol25 dataset describes a 2-piece molecular cluster, C3H9NO overall. The level of theory is the ωB97M-V functional and the def2-TZVPD basis.

Its HOMO-LUMO gap is 11.19 eV. The molar mass comes out at 75.11 g/mol. As for the structure (SMILES): C=N.CCO.

Geometry as ORCA input:
```
! RIJCOSX wB97M-V def2-TZVPD def2/J DEFGRID3
* xyz 0 1
C -1.961 -0.787 -1.988
N -0.784 -0.950 -2.434
H -2.327 -1.504 -1.260
H -2.628 -0.048 -2.416
H -0.414 -0.126 -2.912
C 1.454 0.023 2.348
C 0.315 0.566 1.496
O 0.861 1.009 0.249
H 2.260 0.772 2.353
H 1.193 -0.249 3.357
H 1.931 -0.793 1.809
H -0.178 1.405 2.002
H -0.406 -0.234 1.317
H 0.437 0.483 -0.429
*
```

=====

4.
This record from the OMol25 dataset describes a 2-piece molecular cluster, C3H9NO overall. The level of theory is the ωB97M-V functional and the def2-TZVPD basis.

Its HOMO-LUMO gap is 9.26 eV. The molar mass comes out at 75.11 g/mol. As for the structure (SMILES): C=O.CNC.

Geometry as ORCA input:
```
! RIJCOSX wB97M-V def2-TZVPD def2/J DEFGRID3
* xyz 0 1
C 0.279 -0.516 3.469
O -0.307 0.086 2.611
H 0.281 -0.194 4.523
H 0.774 -1.449 3.220
C 0.431 -0.544 -0.947
N 0.233 0.626 -1.777
C -0.674 0.434 -2.924
H -0.162 -1.394 -1.293
H 1.472 -0.898 -0.969
H 0.149 -0.375 0.095
H 1.100 0.978 -2.148
H -1.479 -0.241 -2.635
H -0.160 -0.072 -3.743
H -1.141 1.372 -3.208
*
```

=====

1 is preferred energetically. Next in line: 0.207 eV higher.

=====

1.
This record from the OMol25 dataset describes an isolated molecule of C3H9NO. The level of theory is the ωB97M-V functional and the def2-TZVPD basis.

Its HOMO-LUMO gap is 10.38 eV. The molar mass comes out at 75.11 g/mol. As for the structure (SMILES): C[C@H](O)CN.

Geometry as ORCA input:
```
! RIJCOSX wB97M-V def2-TZVPD def2/J DEFGRID3
* xyz 0 1
C 0.078 1.148 -1.167
C 0.459 -0.219 -0.710
O -0.413 -1.254 -1.148
C 0.483 -0.297 0.869
N -0.848 -0.436 1.427
H -0.983 1.397 -1.170
H 0.537 1.860 -0.480
H 0.468 1.462 -2.142
H 1.480 -0.457 -1.004
H -1.203 -1.215 -0.576
H 1.104 -1.163 1.119
H 0.943 0.634 1.200
H -1.052 -1.428 1.461
H -1.054 -0.031 2.323
*
```

=====

2.
This record from the OMol25 dataset describes a 2-piece molecular cluster, C3H9NO overall. The level of theory is the ωB97M-V functional and the def2-TZVPD basis.

Its HOMO-LUMO gap is 11.00 eV. The molar mass comes out at 75.11 g/mol. As for the structure (SMILES): C=N.CCO.

Geometry as ORCA input:
```
! RIJCOSX wB97M-V def2-TZVPD def2/J DEFGRID3
* xyz 0 1
C 2.839 -0.375 2.705
N 2.195 -1.261 2.070
H 3.688 0.149 2.237
H 2.426 0.361 3.410
H 1.265 -1.323 2.497
C -1.175 1.140 -1.328
C -1.687 -0.204 -1.832
O -1.818 -1.247 -0.851
H -0.114 1.095 -1.118
H -1.184 1.786 -2.212
H -1.745 1.599 -0.519
H -0.945 -0.614 -2.519
H -2.640 -0.016 -2.320
H -1.104 -1.090 -0.219
*
```

=====

3.
This record from the OMol25 dataset describes an isolated molecule of C3H9NO. The level of theory is the ωB97M-V functional and the def2-TZVPD basis.

Its HOMO-LUMO gap is 10.20 eV. The molar mass comes out at 75.11 g/mol. As for the structure (SMILES): C[C@@H](O)CN.

Geometry as ORCA input:
```
! RIJCOSX wB97M-V def2-TZVPD def2/J DEFGRID3
* xyz 0 1
C 1.194 -0.884 -0.327
C 0.537 0.256 0.439
O 0.662 1.485 -0.269
C -0.958 0.062 0.652
N -1.621 -0.022 -0.640
H 2.257 -0.684 -0.479
H 1.128 -1.827 0.224
H 0.710 -0.998 -1.302
H 1.012 0.350 1.434
H 1.584 1.567 -0.549
H -1.117 -0.881 1.184
H -1.293 0.894 1.298
H -2.618 -0.168 -0.531
H -1.477 0.851 -1.134
*
```

=====

3 is preferred energetically. Next in line: 0.324 eV higher.

=====

1.
This record from the OMol25 dataset describes an isolated molecule of C4H9FN2S. The level of theory is the ωB97M-V functional and the def2-TZVPD basis.

Its HOMO-LUMO gap is 9.10 eV. The molar mass comes out at 136.19 g/mol. As for the structure (SMILES): [H]/N=C(\CCF)N(C)S.

Geometry as ORCA input:
```
! RIJCOSX wB97M-V def2-TZVPD def2/J DEFGRID3
* xyz 0 1
H -1.312 -2.304 -1.179
N -0.586 -2.053 -0.351
C -0.309 -0.758 -0.214
C -0.750 0.374 -1.016
C 0.643 0.819 -1.516
F 0.922 2.052 -2.282
N 0.743 -0.334 0.920
C 0.072 0.847 1.662
S 1.110 -1.615 1.876
H -1.146 1.322 -0.491
H -1.306 0.088 -1.906
H 0.859 -0.130 -2.086
H 1.364 1.001 -0.482
H 0.443 1.767 1.125
H -1.146 0.840 1.596
H 0.398 0.732 2.783
H 0.002 -2.650 1.559
*
```

=====

2.
This record from the OMol25 dataset describes an isolated molecule of C4H9FN2S. The level of theory is the ωB97M-V functional and the def2-TZVPD basis.

Its HOMO-LUMO gap is 8.96 eV. The molar mass comes out at 136.19 g/mol. As for the structure (SMILES): NCC(=S)NCCF.

Geometry as ORCA input:
```
! RIJCOSX wB97M-V def2-TZVPD def2/J DEFGRID3
* xyz 0 1
N -2.081 1.297 -0.580
C -1.780 0.486 0.609
C -1.145 -0.829 0.206
S -2.096 -2.116 -0.150
N 0.172 -0.833 0.052
C 1.166 0.145 0.378
C 2.433 -0.136 -0.391
F 2.865 -1.414 -0.040
H -2.899 0.922 -1.098
H -1.300 1.284 -1.219
H -1.025 1.052 1.231
H -2.666 0.200 1.141
H 0.641 -1.735 -0.112
H 1.417 0.127 1.451
H 0.835 1.154 0.110
H 3.236 0.550 -0.150
H 2.226 -0.154 -1.436
*
```

=====

2 is preferred energetically. Next in line: 4.066 eV higher.

=====

1.
This record from the OMol25 dataset describes a 3-piece molecular cluster, C3H7O2 overall. The level of theory is the ωB97M-V functional and the def2-TZVPD basis.

Its HOMO-LUMO gap is 6.04 eV. The molar mass comes out at 75.09 g/mol.

Geometry as ORCA input:
```
! RIJCOSX wB97M-V def2-TZVPD def2/J DEFGRID3
* xyz -1 1
C 1.229 -0.988 1.593
O 2.142 -1.783 1.753
H 0.972 -0.486 0.639
H 0.755 -0.826 2.620
H 3.376 -5.703 -1.550
C -1.879 3.307 -0.824
C -1.881 1.951 -0.378
O -0.746 1.390 0.145
H -2.886 3.866 -0.940
H -0.992 3.622 -1.422
H -2.721 1.305 -0.272
H 2.630 -5.656 -1.364
*
```

=====

2.
This record from the OMol25 dataset describes a 2-piece molecular cluster, C3H7O2 overall. The level of theory is the ωB97M-V functional and the def2-TZVPD basis.

Its HOMO-LUMO gap is 7.69 eV. The molar mass comes out at 75.09 g/mol.

Geometry as ORCA input:
```
! RIJCOSX wB97M-V def2-TZVPD def2/J DEFGRID3
* xyz -1 1
C -0.353 0.310 -1.125
O -0.940 0.720 0.081
C 0.946 -0.481 -0.936
H -0.147 1.224 -1.721
H -1.083 -0.268 -1.718
H 1.460 -0.682 -1.880
H 0.673 -1.381 -0.394
H 1.616 0.095 -0.305
O -0.024 -0.991 2.069
C -0.542 0.114 1.882
H 0.013 1.060 1.996
H -1.619 0.278 2.051
*
```

=====

3.
This record from the OMol25 dataset describes a 2-piece molecular cluster, C3H7O2 overall. The level of theory is the ωB97M-V functional and the def2-TZVPD basis.

Its HOMO-LUMO gap is 5.95 eV. The molar mass comes out at 75.09 g/mol.

Geometry as ORCA input:
```
! RIJCOSX wB97M-V def2-TZVPD def2/J DEFGRID3
* xyz -1 1
C -1.075 0.034 -2.263
O -0.594 -0.126 -1.017
H -1.973 -0.596 -2.499
H -1.406 1.077 -2.502
H -0.350 -0.215 -3.079
C 0.030 -0.716 1.831
C 0.896 0.155 1.372
O 1.876 0.714 2.190
H -0.685 -1.087 1.111
H 0.034 -1.047 2.869
H 0.879 0.462 0.326
H 2.367 1.345 1.661
*
```

=====

4.
This record from the OMol25 dataset describes an isolated ion of composition C3H7O2 and charge -1. The level of theory is the ωB97M-V functional and the def2-TZVPD basis.

Its HOMO-LUMO gap is 6.30 eV. The molar mass comes out at 75.09 g/mol. As for the structure (SMILES): [O-]CCCO.

Geometry as ORCA input:
```
! RIJCOSX wB97M-V def2-TZVPD def2/J DEFGRID3
* xyz -1 1
O 0.144 -0.452 1.965
C 0.317 -1.219 0.881
C -0.382 -0.619 -0.473
C -0.294 0.884 -0.346
O 0.231 1.460 -1.615
H 1.381 -1.435 0.602
H -0.178 -2.221 1.012
H -1.363 -1.072 -0.588
H 0.273 -1.067 -1.232
H -1.287 1.301 -0.189
H 0.415 1.264 0.369
H -0.298 1.049 -2.303
*
```

=====

2 is preferred energetically. Next in line: 0.210 eV higher.